1.
23
Properties=species:S:1:pos:R:3 method="wB97M-V/def2-TZVPD" total_charge=-1 homo_lumo_gap_ev=8.0834
C -2.34516 1.53101 -1.03177
C -1.46239 0.30558 -0.81603
C -0.09169 0.63851 -0.23304
C 0.81542 1.26786 -1.29099
C 0.58631 -0.60264 0.36668
C 1.61614 -0.27217 1.45700
O 2.10105 -1.48192 1.98178
Al 0.85736 -2.72889 1.64071
O -0.30570 -1.51973 0.94876
H -1.80546 2.35493 -1.50582
H -2.73058 1.89589 -0.07772
H -3.20600 1.29940 -1.66282
H -1.31552 -0.22139 -1.76513
H -1.95189 -0.39224 -0.13817
H -0.22742 1.37859 0.57022
H 0.31129 2.07169 -1.83188
H 1.11738 0.51262 -2.01983
H 1.72297 1.68504 -0.84929
H 1.15711 -1.10439 -0.44274
H 1.08529 0.29430 2.24380
H 2.43175 0.36139 1.07142
H 1.30508 -3.73977 0.44483
H 0.33465 -3.53364 2.94002

=====

2.
41
Properties=species:S:1:pos:R:3 method="wB97M-V/def2-TZVPD" total_charge=0 homo_lumo_gap_ev=8.6445 smiles="COc1ccc(NC(=O)COc2ccc3c(c2)CCC3)cc1"
C -7.35734 -2.06369 -0.02488
H -6.97627 -2.58759 0.85810
O -7.02291 -0.69833 -0.00121
C -5.70465 -0.35067 0.00019
C -4.64229 -1.24731 -0.01944
C -3.34146 -0.77597 -0.01611
C -3.07312 0.58745 0.00658
C -4.13758 1.48658 0.02650
C -5.43283 1.01829 0.02327
H -6.26491 1.70375 0.03846
H -3.93919 2.54482 0.04419
N -1.73377 0.99395 0.00803
C -1.22102 2.24159 0.02431
O -1.84509 3.28008 0.04236
C 0.31325 2.26331 0.01593
O 0.83834 0.95756 0.00289
C 2.20135 0.79305 -0.02017
C 2.63808 -0.53454 -0.03672
C 3.98861 -0.79303 -0.05497
C 4.91562 0.24845 -0.06173
C 4.48497 1.55617 -0.04903
C 3.12245 1.83106 -0.02547
H 2.79857 2.85933 -0.00940
H 5.19269 2.37205 -0.05293
C 6.31418 -0.29347 -0.09815
H 6.99144 0.24357 0.56587
H 6.71161 -0.21866 -1.11453
C 6.13133 -1.76375 0.31180
H 6.86365 -2.41895 -0.15724
H 6.23939 -1.85281 1.39392
C 4.68952 -2.11873 -0.08592
H 4.23836 -2.84938 0.58511
H 4.65399 -2.52699 -1.09991
H 1.90722 -1.32855 -0.03054
H 0.63947 2.81612 0.90756
H 0.62857 2.82914 -0.87150
H -1.04930 0.24708 -0.00550
H -2.52319 -1.48246 -0.03151
H -4.80967 -2.31264 -0.03745
H -6.98244 -2.55506 -0.92895
H -8.44562 -2.10083 -0.02179

=====

Listing max |F| for the structures above in their given order: 0.004 0.011 Eh/bohr.
Listing DFT total energy for the structures above in their given order: -17144.3564 -26607.1587 eV.
Listing energy relative to the best compared isomer or geometry (same formula, charge and spin) for the structures above in their given order: 0.0 127.4 kJ/mol.